*P*
C5H8S | ωB97M-V with the def2-TZVPD basis set

The LUMO energy is -0.96 eV. The value obtained for the HOMO energy is -8.384 eV.

Geometry (Å):
C -1.28038 -1.33619 -1.50543
C -0.21040 -0.66793 -0.58208
C -0.11540 0.65655 -0.38094
C 0.58362 1.31246 0.55989
C 1.30769 0.55644 1.62930
S 0.61592 3.08291 0.39659
H -2.17080 -1.61731 -0.90951
H -1.68126 -0.62470 -2.22092
H -0.96543 -2.13786 -2.11198
H 0.46705 -1.53681 -0.01152
H -0.89406 1.17236 -0.95275
H 0.75218 0.78601 2.56619
H 1.27334 -0.53206 1.62002
H 2.31792 0.88613 1.90314

These are the Löwdin partial charges, in e, on atoms 1 to 4:
1 C -0.085
2 C -0.075
3 C -0.275
4 C -0.736

*Q*
C5H8S | ωB97M-V with the def2-TZVPD basis set

The LUMO energy is 0.18 eV. The value obtained for the HOMO energy is -8.167 eV.

Geometry (Å):
C -1.05476 -0.72129 1.23182
C -1.79745 -0.26634 0.43159
C 2.24796 -0.77121 -0.57718
C -2.63613 0.34287 -0.60825
C 1.51051 0.45487 -0.47123
S 3.41182 -1.21391 0.48281
H -0.35762 -1.18938 1.86225
H -2.03863 0.34442 -1.55868
H -2.89484 1.21090 -0.11807
H -3.52913 -0.31649 -0.93652
H 2.04340 1.36492 -0.76546
H 1.31478 0.60905 0.62502
H 0.60584 0.36200 -1.09015
H 3.17426 -0.21041 1.49206

These are the Löwdin partial charges, in e, on atoms 1 to 4:
1 C 0.077
2 C -0.220
3 C -0.626
4 C -0.101

The most stable arrangement is *P*, and the next structure is 73.6 kcal/mol less stable.